(1)
Entry from the OMol25 dataset: 2 unconnected molecules or ions with the total composition C28H27NO3 at a distorted geometry (the ωB97M-V functional and the def2-TZVPD basis).

```
59
Properties=species:S:1:pos:R:3:lowdin_charge:R:1
H -4.800 0.816 -4.328 0.079
C 3.427 -2.242 -4.102 -0.064
C -4.143 -0.090 2.984 -0.107
C 1.047 -1.368 -0.699 -0.110
C 3.417 1.456 3.022 -0.277
H 3.567 2.065 2.123 0.123
C -2.900 0.752 -3.337 -0.254
H 4.236 -0.311 2.091 0.042
C 3.838 -2.500 -2.779 0.003
C 4.355 0.284 3.003 -0.087
O -1.135 3.673 2.695 0.005
C -0.245 -0.911 -0.435 0.116
C 1.701 -1.546 -2.005 -0.095
C -2.482 -0.738 -1.472 0.003
H -4.349 -0.631 -2.542 0.119
H -0.260 0.511 3.138 0.057
C -3.802 1.254 -4.421 -0.047
H -5.879 2.862 3.048 0.096
C -0.727 0.753 -2.262 -0.023
C -2.848 0.437 2.920 -0.059
C 1.288 -1.363 -3.316 -0.006
H 0.295 1.136 -2.195 0.135
C -5.043 2.164 3.015 -0.091
O 2.075 0.977 3.050 -0.065
H -4.268 -1.174 3.001 0.091
N 3.067 -2.360 -0.375 -0.051
H -2.812 -1.513 -0.776 0.124
H 4.227 -0.357 3.881 0.079
C -1.255 2.448 2.851 -0.434
H 3.611 2.081 3.904 0.128
C -1.605 1.270 -3.207 -0.024
C 2.960 -2.147 -1.758 -0.152
H 1.840 -1.954 1.339 0.162
H 4.800 -2.947 -2.534 0.106
C -1.133 -0.295 -1.386 -0.206
C 2.162 -1.693 -4.364 -0.057
H -3.903 2.345 -4.395 0.091
C -0.147 1.570 2.965 -0.007
H -1.284 2.067 -3.884 0.126
H 3.821 -3.930 0.824 0.109
H 4.622 -2.368 1.052 0.093
C -3.331 -0.246 -2.450 -0.023
O 1.650 3.190 2.912 0.053
H -3.582 3.755 2.935 0.113
H 0.295 -0.967 -3.510 0.102
C 4.166 -3.027 0.299 0.014
C -3.749 2.678 2.956 -0.027
H 5.374 0.671 3.016 0.075
H -6.254 0.370 3.085 0.090
H -3.417 1.000 -5.416 0.090
H 4.917 -3.306 -0.442 0.086
C -2.633 1.823 2.918 -0.138
C 1.211 2.050 2.966 -0.522
H 4.091 -2.476 -4.934 0.108
H -0.638 -1.127 0.564 0.135
H 1.845 -1.517 -5.394 0.110
C -5.244 0.773 3.032 -0.110
C 1.962 -1.883 0.259 0.088
H -2.000 -0.245 2.871 0.082
```

For the lowest unoccupied orbital energy, the calculation gives -2.62 eV. For the energy above the lowest of the compared OMol25 structures with the same formula, charge and spin, the calculation gives 35.5 kJ/mol. As for the charge: 0. The calculated total energy is -1363.548224 Ha. As for the HOMO-LUMO gap: 3.261 eV.

(2)
Entry from the OMol25 dataset: a molecular structure, C33H32Cl3CsGeNO12 (the ωB97M-V functional and the def2-TZVPD basis).

```
83
Properties=species:S:1:pos:R:3:lowdin_spin:R:1
C -2.604 0.257 2.554 0.002
C -2.590 1.116 -4.697 0.000
H 3.115 2.712 -3.936 0.000
C 2.045 -1.771 2.014 0.091
C 4.000 -1.903 4.011 0.004
H 5.078 -2.134 -2.044 0.000
C -5.924 2.879 2.689 0.000
H -2.153 0.163 3.561 0.000
Cl 0.343 2.812 2.234 0.002
C 2.096 -1.503 -3.518 -0.002
C -5.232 2.494 3.848 0.000
Cs -1.105 2.495 -0.845 0.009
H 4.083 -1.768 -4.291 0.001
C 4.012 3.763 0.238 0.000
H 4.757 -1.955 4.785 0.000
C -2.113 -4.513 1.709 -0.002
H -1.154 -2.799 2.569 0.001
Cl -5.789 3.077 5.402 0.000
O 3.085 4.742 -2.141 0.000
C -4.144 1.671 3.757 0.000
O 1.484 3.622 2.568 0.001
H 2.490 1.224 -0.269 0.002
H 3.664 -2.060 -0.045 0.002
C 1.290 -1.468 -2.386 0.018
H 0.239 -1.228 -2.494 0.001
Ge 0.757 -1.637 0.534 0.478
C -4.327 1.599 1.273 0.000
O -3.158 -1.323 -0.784 0.000
O -3.919 1.284 0.143 0.001
C 3.210 -1.911 -1.018 0.024
H -3.624 1.401 -4.923 0.000
O -2.577 -0.198 -4.121 0.000
C -0.638 -3.953 -0.569 0.025
C 1.833 -1.678 -1.117 0.084
H -6.790 3.524 2.756 0.000
C -1.957 2.231 -3.822 0.000
C -2.254 -5.312 0.582 0.020
O -0.753 2.525 -3.989 0.000
H -4.013 0.437 -2.744 0.000
C -2.536 -0.629 -1.722 0.002
H -2.800 -1.021 0.093 0.000
H 4.185 1.268 0.209 0.000
H 3.341 3.627 1.090 0.000
C -5.492 2.448 1.468 0.000
C 2.475 2.638 -3.055 0.000
C 2.517 -3.004 2.469 0.018
H 3.849 -4.037 3.799 0.000
H -2.022 1.010 -5.621 0.000
H -1.626 -5.642 -1.446 0.000
Cl -6.347 2.943 0.040 0.000
H 5.030 3.498 0.541 0.000
C 4.014 -1.953 -2.149 0.001
H 3.908 0.247 4.008 0.000
H 3.985 4.801 -0.077 0.000
C -1.515 -5.028 -0.560 0.000
H 3.773 0.909 -1.462 0.000
H -2.697 -4.720 2.598 -0.001
O -0.142 2.142 3.402 0.000
H -3.607 1.373 4.651 0.000
O -2.141 -0.433 1.653 0.027
C 3.457 -1.749 -3.407 0.016
C -3.703 1.188 2.516 0.000
C -0.485 -3.145 0.560 0.077
O -2.731 2.726 -2.969 0.000
C -1.238 -3.435 1.696 0.021
C 3.489 -3.073 3.458 0.003
H -3.981 -1.301 -3.130 0.000
N 3.595 2.932 -0.879 0.000
H -0.065 -3.736 -1.464 0.002
C 3.064 3.525 -1.986 0.000
C 3.530 -0.672 3.576 -0.001
O -0.699 3.635 1.675 0.001
H 2.119 -3.921 2.045 0.002
H 2.183 0.358 2.254 0.004
O 0.738 1.827 1.245 0.024
C 2.557 -0.605 2.584 0.013
H 2.349 1.593 -2.784 0.000
C 3.492 1.507 -0.598 0.001
H 1.499 3.037 -3.338 0.000
H 1.648 -1.314 -4.487 0.000
C -3.361 -0.415 -2.974 0.001
O -1.424 -0.164 -1.587 0.023
H -2.945 -6.147 0.590 0.002
```

For the lowest unoccupied orbital energy (alpha / beta), the calculation gives 3.81 / 3.72 eV. For the energy above the lowest of the compared OMol25 structures with the same formula, charge and spin, the calculation gives 80.5 kJ/mol. As for the charge: -2. The calculated total energy is -5711.884667 Ha. As for the HOMO-LUMO gap (alpha / beta): 6.373 / 6.363 eV. The spin multiplicity is 2.

(3)
Entry from the OMol25 dataset: a single C7H12NP molecule at a distorted geometry (the ωB97M-V functional and the def2-TZVPD basis).

```
21
Properties=species:S:1:pos:R:3:lowdin_charge:R:1
N -0.809 -0.172 -2.359 0.016
C -1.052 0.746 -1.516 -0.304
C 0.160 -1.185 -2.101 -0.262
P -0.753 2.411 0.557 0.952
C 0.278 2.444 2.136 -0.399
H -1.721 1.662 -1.939 0.129
H 1.250 3.025 1.949 0.045
H -0.506 -2.124 -2.089 0.137
H -0.920 -1.384 1.979 0.078
H 1.611 -0.032 -1.147 0.069
C -0.562 0.855 -0.144 -0.466
H -0.072 -2.496 0.646 0.094
H -1.692 -1.524 0.526 0.107
C -0.607 -1.537 0.926 -0.117
H 1.722 -1.923 -0.749 0.166
H -0.205 2.777 3.071 0.015
H 1.058 -0.181 1.238 0.147
H 0.689 -1.481 -3.004 0.100
H 0.716 1.518 2.594 0.017
C 0.308 -0.516 0.352 -0.362
C 1.108 -0.884 -0.925 -0.162
```

For the lowest unoccupied orbital energy, the calculation gives -0.25 eV. For the energy above the lowest of the compared OMol25 structures with the same formula, charge and spin, the calculation gives 162.5 kJ/mol. As for the charge: 0. The calculated total energy is -669.909334 Ha. As for the HOMO-LUMO gap: 8.381 eV. Its SMILES is C/P=C1/C=NCC[C@@H]1C.

(4)
Entry from the OMol25 dataset: a molecular structure, C57H90NO37 at a distorted geometry (the ωB97M-V functional and the def2-TZVPD basis).

```
185
Properties=species:S:1:pos:R:3:lowdin_charge:R:1
C -1.608 -2.030 -0.775 0.011
H 0.890 2.177 -3.340 0.122
H 0.416 2.555 0.011 0.067
N -0.899 0.430 -0.599 -0.145
H 2.010 -5.754 -2.408 0.087
C 2.671 3.328 -3.905 -0.283
H 5.578 -3.274 -1.318 0.125
O -3.511 2.302 0.131 -0.028
O 0.502 -2.291 -4.130 0.064
H 3.763 -2.323 -4.216 0.102
H 5.875 -4.065 2.539 0.088
C 5.109 -3.444 2.997 -0.006
H -7.510 2.468 0.418 0.134
C -2.076 2.283 0.228 -0.080
H 1.106 -0.946 -1.631 0.063
H 2.610 -6.514 -1.010 0.093
H 6.809 2.811 -0.473 0.093
C 3.427 2.016 -3.671 -0.017
H -3.973 1.746 -3.991 0.140
C -0.877 -4.856 7.460 -0.582
O 0.043 -5.019 1.158 0.088
C -3.335 -0.215 -0.610 0.006
H -0.488 4.167 -2.246 0.055
C -3.917 2.867 -1.017 -0.556
H -0.180 0.681 -5.541 0.060
C -1.891 -0.612 1.301 -0.151
O -6.239 1.547 2.628 0.076
O -8.031 -1.703 1.021 0.160
O -2.884 3.027 -1.837 0.123
H -3.326 -0.110 5.369 0.093
H -8.506 1.721 -0.837 0.137
H 6.436 3.931 -1.837 0.088
C 1.493 -4.657 -0.654 -0.289
H -1.717 2.946 1.018 0.132
H 3.297 3.687 0.636 0.113
O 1.381 -4.208 2.753 0.138
H 5.489 2.464 -1.510 0.063
H 1.284 -3.744 -1.217 0.124
C 3.592 -1.331 2.592 -0.060
H -0.606 -0.853 2.994 0.112
C -1.907 -0.611 -0.250 -0.419
H -5.606 1.083 -0.022 0.116
H -1.269 4.964 -0.852 0.085
O 3.189 2.909 5.717 0.061
H -1.061 1.985 -1.641 -0.209
H -3.312 -2.864 5.224 0.079
H -2.457 -2.418 -1.339 0.093
C -6.496 0.880 -0.621 -0.307
O -0.522 -4.750 8.593 0.154
O 7.428 0.121 -3.051 0.153
O 6.107 4.855 0.730 0.088
C -3.378 0.860 -4.210 -0.078
C 1.379 -0.694 -0.604 0.000
O 6.436 5.148 2.928 0.150
C -4.575 1.199 4.212 -0.289
O -2.398 0.913 -6.309 0.072
O 3.398 1.361 7.293 0.170
H -3.159 0.317 -3.287 0.082
C 5.728 -2.685 -2.225 -0.094
H -1.715 1.271 0.413 0.041
C -1.665 -1.470 -4.288 -0.050
H 2.545 -1.495 2.350 0.106
H 3.388 -4.995 -1.641 0.073
H 3.468 1.716 -2.622 0.075
O -4.122 -0.107 -7.387 0.155
H -4.485 2.086 4.843 0.154
H -1.186 2.874 -3.912 0.055
H -2.144 -1.143 -3.367 0.109
H 0.585 3.489 -4.451 0.106
H -3.740 -0.703 3.774 0.087
H 4.480 2.028 -3.960 0.089
H -2.429 0.278 1.632 0.087
O 3.128 4.357 -3.056 0.099
C -4.810 1.628 2.743 -0.065
H -1.365 -2.686 0.068 0.073
H 1.281 -0.333 -5.620 0.091
C 3.465 -1.971 -3.227 -0.013
H 2.719 3.351 3.731 0.120
H 1.381 0.223 1.938 0.096
C -2.060 1.173 -4.927 -0.315
H 1.269 -1.615 -0.021 0.072
H -2.418 3.321 -5.072 0.109
C -6.738 0.820 3.630 -0.562
H -4.051 -0.792 -0.029 0.116
H 2.728 3.594 -4.962 0.151
H -7.045 0.836 -2.742 0.097
H 3.902 -3.051 1.219 0.127
O 2.283 5.533 -1.340 0.173
C -3.587 0.271 -6.383 -0.594
H -1.016 -6.386 4.840 0.136
H 1.441 1.345 4.044 0.138
H -0.439 3.070 3.792 0.086
C 0.170 -5.296 -0.224 -0.083
C -0.202 -1.074 -4.310 -0.323
H -3.173 -3.933 3.899 0.092
H -3.117 -5.464 5.690 0.153
C 0.482 0.415 -0.057 -0.430
O -0.007 -4.432 -3.702 0.138
H -3.440 -0.425 -1.678 0.068
C 2.123 4.779 -2.246 -0.535
O 6.918 -1.923 -2.271 0.085
C 5.217 -0.522 1.215 -0.587
C 0.394 0.276 1.472 -0.133
C -6.208 1.094 -2.090 -0.025
C 2.458 -5.522 -1.436 -0.014
H -0.809 2.800 -5.631 0.085
H -5.337 0.568 -2.475 0.064
H -6.063 2.169 -2.232 0.066
C -2.632 -3.595 4.788 -0.024
C 2.222 3.258 4.693 -0.043
O -1.096 1.023 -1.868 -0.031
H -4.471 2.637 2.519 0.137
C -7.752 1.527 -0.072 -0.080
H -0.896 1.656 4.705 0.058
O 1.458 1.620 6.117 0.095
O 2.103 -4.411 0.640 0.058
H -0.138 -0.972 -6.417 0.119
H -4.216 0.993 2.085 0.102
O -2.032 -4.366 6.987 0.083
H -2.178 -1.186 -5.203 0.132
H 0.217 -6.387 -0.327 0.139
O 4.716 3.920 2.173 0.057
C 4.413 -2.520 2.020 -0.273
H 1.794 4.209 5.013 0.135
O 5.470 -1.809 1.319 0.075
H 4.362 -4.059 3.497 0.089
C 2.721 1.895 6.479 -0.569
C 5.798 4.713 2.017 -0.574
H 1.440 1.947 -1.302 0.078
H 0.135 -0.458 -3.472 0.126
O -7.858 0.419 3.722 0.172
H -1.226 0.503 -4.724 0.043
C -0.898 -5.386 5.250 -0.070
O 0.985 4.143 -2.531 -0.053
C -0.812 4.043 -1.212 -0.029
C -0.363 -3.325 -3.980 -0.567
H -0.472 3.161 5.553 0.096
O 5.306 -0.476 -2.750 0.072
O -5.052 3.096 -1.315 0.092
O -6.834 -0.503 -0.473 0.075
H -0.708 -2.131 -1.386 0.063
H 4.229 -1.419 -1.269 0.121
H 2.874 -1.056 -3.241 0.064
O 4.085 -0.191 1.873 0.053
C -7.703 -0.670 0.538 -0.566
H -0.100 -1.814 1.645 0.096
H -3.446 0.869 -0.567 0.055
C -2.253 -4.800 5.634 -0.291
O -8.233 0.545 0.840 0.047
H -0.092 1.172 1.878 0.115
H 0.117 3.915 -0.649 0.060
O -0.146 -5.411 6.477 0.071
C -0.226 2.516 4.709 -0.017
H -0.662 -4.994 -0.857 0.130
H 4.360 2.296 1.014 0.109
O -4.023 0.027 -5.170 0.073
C 6.025 3.297 -1.053 0.001
C -1.592 2.633 -4.894 0.011
O 5.827 0.218 0.497 0.154
O -5.803 0.553 4.568 0.085
C -1.660 2.771 -1.175 -0.328
H -0.340 -4.681 4.636 0.111
H 5.686 -3.378 -3.067 0.132
C -0.530 -0.839 1.900 -0.168
H 3.714 -1.302 3.674 0.140
C -3.448 0.190 4.329 -0.022
H 4.542 4.894 -0.570 0.129
H 2.027 1.903 0.352 0.081
C 1.168 3.207 -3.573 -0.098
C 1.221 2.082 4.824 -0.335
O -1.616 -2.919 -4.183 0.101
C 4.593 -1.640 -2.270 -0.282
C 1.185 -4.532 1.614 -0.586
H -2.531 0.599 3.909 0.057
H 2.980 1.219 -4.269 0.074
C 4.306 3.381 0.929 -0.089
C 6.621 -0.663 -2.645 -0.578
H -1.755 -3.062 4.416 0.077
H 2.820 -2.802 -2.931 0.071
C 0.188 -0.340 -5.589 0.001
H 5.613 -2.785 3.708 0.095
H -2.474 -1.441 1.729 0.126
H 2.447 -0.458 -0.591 0.076
C 1.138 1.786 -0.270 0.016
C 5.174 4.139 -0.103 -0.264
```

For the lowest unoccupied orbital energy, the calculation gives 1.51 eV. For the energy above the lowest of the compared OMol25 structures with the same formula, charge and spin, the calculation gives 1114.8 kJ/mol. As for the charge: -1. The calculated total energy is -5064.441359 Ha. As for the HOMO-LUMO gap: 5.002 eV.